54
Properties=species:S:1:pos:R:3 method="wB97M-V/def2-TZVPD" smiles="COc1ccc(S(=O)(=O)N2CCC[C@H](C(=O)N3CCCCCC3)C2)cc1" e_lumo_ev=0.729 fmax_ev_per_a=0.98 spin_multiplicity=1 orbital_gap_ev=9.4 e_tot_ev=-42162.9241
C -6.617 -2.708 -1.047
O -6.436 -1.381 -0.606
C -5.195 -0.974 -0.245
C -4.053 -1.772 -0.282
C -2.834 -1.244 0.112
C -2.752 0.064 0.541
S -1.167 0.757 0.980
O -0.286 -0.313 1.364
O -1.374 1.831 1.911
N -0.703 1.382 -0.510
C -0.575 2.822 -0.584
C 0.756 3.304 -0.006
C 1.917 2.580 -0.684
C 1.734 1.064 -0.548
C 2.842 0.331 -1.294
O 2.740 0.108 -2.489
N 3.946 -0.023 -0.595
C 4.123 0.157 0.830
C 3.547 -1.021 1.628
C 4.526 -2.186 1.825
C 5.521 -2.425 0.683
C 4.938 -2.296 -0.725
C 4.932 -0.857 -1.250
C 0.380 0.677 -1.156
C -3.879 0.866 0.583
C -5.096 0.351 0.194
H -6.037 -2.912 -1.952
H -7.678 -2.798 -1.272
H -6.349 -3.429 -0.270
H -4.100 -2.797 -0.610
H -1.941 -1.848 0.104
H -1.407 3.249 -0.025
H -0.663 3.109 -1.637
H 0.758 3.090 1.065
H 0.847 4.383 -0.144
H 2.865 2.891 -0.239
H 1.945 2.835 -1.746
H 1.697 0.783 0.505
H 5.194 0.257 1.023
H 3.651 1.089 1.141
H 2.651 -1.369 1.112
H 3.227 -0.669 2.609
H 5.106 -2.018 2.736
H 3.940 -3.094 1.982
H 6.364 -1.736 0.775
H 5.926 -3.432 0.809
H 5.546 -2.887 -1.413
H 3.923 -2.694 -0.752
H 4.684 -0.854 -2.313
H 5.923 -0.410 -1.116
H 0.202 -0.390 -1.023
H 0.369 0.905 -2.225
H -3.786 1.879 0.939
H -5.994 0.948 0.221

=====

55
Properties=species:S:1:pos:R:3 method="wB97M-V/def2-TZVPD" smiles="CCOc1ccc(S(=O)(=O)N2CCC[C@H](C(=O)NC[C@@H]3CCCO3)C2)cc1" e_lumo_ev=0.482 fmax_ev_per_a=0.94 spin_multiplicity=1 orbital_gap_ev=9.6 e_tot_ev=-44210.6418
C -6.185 -0.685 0.444
C -4.889 -0.241 -0.216
O -4.287 0.721 0.633
C -3.126 1.301 0.267
C -2.421 1.011 -0.903
C -1.231 1.667 -1.167
C -0.746 2.607 -0.280
S 0.831 3.363 -0.637
O 1.016 4.510 0.206
O 0.965 3.518 -2.055
N 1.847 2.100 -0.167
C 3.056 1.927 -0.951
C 3.661 0.559 -0.648
C 3.973 0.455 0.842
C 2.716 0.734 1.682
C 1.782 -0.471 1.588
O 1.980 -1.472 2.250
N 0.733 -0.332 0.753
C -0.116 -1.448 0.425
C 0.214 -1.999 -0.981
C -0.332 -3.420 -1.165
C 0.803 -4.290 -0.608
C 2.017 -3.340 -0.575
O 1.604 -2.121 -1.172
C 2.094 2.068 1.262
C -1.439 2.913 0.878
C -2.622 2.263 1.153
H -5.977 -1.116 1.419
H -6.845 0.168 0.576
H -6.680 -1.427 -0.177
H -4.216 -1.099 -0.349
H -5.095 0.203 -1.199
H -2.791 0.284 -1.608
H -0.674 1.471 -2.069
H 3.782 2.719 -0.716
H 2.770 2.019 -1.999
H 4.576 0.437 -1.229
H 2.964 -0.228 -0.940
H 4.742 1.186 1.105
H 4.351 -0.540 1.083
H 3.012 0.804 2.734
H 0.738 0.458 0.120
H -1.165 -1.139 0.461
H 0.069 -2.213 1.182
H -0.142 -1.293 -1.739
H -0.485 -3.621 -2.225
H -1.273 -3.567 -0.639
H 0.572 -4.647 0.395
H 0.990 -5.154 -1.242
H 2.864 -3.708 -1.158
H 2.346 -3.158 0.455
H 2.766 2.889 1.548
H 1.138 2.225 1.766
H -1.046 3.670 1.538
H -3.188 2.478 2.045

=====

60
Properties=species:S:1:pos:R:3 method="wB97M-V/def2-TZVPD" total_charge=+1 e_lumo_ev="-2.829 / -2.758" fmax_ev_per_a=0.91 spin_multiplicity=2 orbital_gap_ev="8.7 / 8.9" e_tot_ev=-84299.8352
Ti 0.106 -0.193 1.359
C 3.245 0.068 1.029
O 2.079 -0.737 1.296
C 2.361 -2.152 1.414
C 1.159 -2.963 0.955
O -0.061 -2.231 1.205
C -1.140 -2.977 1.820
C -0.808 -3.289 3.282
O 0.071 -2.293 3.744
C 0.251 -2.335 5.154
H 4.022 -0.185 1.749
H 2.949 1.105 1.153
H 3.565 -0.123 0.006
H 2.614 -2.344 2.455
H 3.207 -2.383 0.767
H 1.123 -3.897 1.513
H 1.188 -3.169 -0.113
H -1.296 -3.876 1.224
H -2.010 -2.336 1.722
H -0.368 -4.285 3.404
H -1.746 -3.269 3.849
H 0.715 -3.279 5.456
H -0.705 -2.215 5.668
H 0.900 -1.506 5.422
C -1.529 1.720 -6.976
C -1.128 1.053 -5.692
C 0.208 0.827 -5.384
C 0.581 0.211 -4.196
C -0.406 -0.177 -3.307
C -1.755 0.017 -3.598
C -2.104 0.636 -4.782
S 0.015 -0.935 -1.791
O 1.458 -1.016 -1.713
O -0.751 -2.136 -1.637
N -0.525 0.103 -0.622
C -0.101 1.457 -0.615
C -0.099 2.412 -1.636
C 0.299 3.693 -1.312
C 0.684 4.029 -0.013
C 0.646 3.039 0.939
N 0.261 1.797 0.625
H -0.662 1.959 -7.589
H -2.074 2.645 -6.782
H -2.186 1.073 -7.558
H 0.973 1.132 -6.087
H 1.623 0.045 -3.958
H -2.520 -0.309 -2.905
H -3.151 0.792 -5.012
H -0.415 2.169 -2.636
H 0.304 4.454 -2.082
H 0.996 5.030 0.248
H 0.928 3.206 1.970
C -1.630 2.372 3.663
S -1.179 0.678 3.552
O -1.744 0.132 2.273
O -1.585 0.013 4.741
O 0.301 0.642 3.248
H -2.523 2.433 4.280
H -1.821 2.767 2.668
H -0.809 2.903 4.141

=====

59
Properties=species:S:1:pos:R:3 method="wB97M-V/def2-TZVPD" smiles="CCCCn1c(SCC(=O)N(CC)[C@H]2CCS(=O)(=O)C2)nc2cc(S(N)(=O)=O)ccc21" e_lumo_ev=0.350 fmax_ev_per_a=0.88 spin_multiplicity=1 orbital_gap_ev=9.0 e_tot_ev=-68861.9859
C -3.645 -1.430 -3.783
C -3.552 -2.347 -2.570
C -2.465 -1.877 -1.608
C -2.376 -2.780 -0.375
N -1.411 -2.267 0.562
C -1.652 -1.353 1.544
S -3.234 -0.702 1.870
C -2.676 1.018 2.141
C -1.853 1.409 0.924
O -2.320 1.247 -0.190
N -0.613 1.929 1.105
C 0.056 2.039 2.391
C -0.353 3.299 3.152
C 0.148 2.186 -0.111
C 0.986 3.472 -0.084
C 1.729 3.526 -1.402
S 2.269 1.792 -1.619
O 2.021 1.353 -2.961
O 3.609 1.620 -1.115
C 1.093 1.042 -0.454
N -0.577 -0.927 2.153
C 0.463 -1.551 1.522
C 1.834 -1.387 1.679
C 2.644 -2.059 0.795
S 4.391 -1.701 0.826
N 4.578 -1.117 -0.724
O 5.159 -2.908 0.913
O 4.614 -0.675 1.808
C 2.155 -2.912 -0.189
C 0.797 -3.107 -0.344
C -0.045 -2.397 0.503
H -2.706 -1.423 -4.331
H -3.866 -0.413 -3.470
H -4.433 -1.764 -4.455
H -3.336 -3.367 -2.897
H -4.511 -2.359 -2.050
H -1.500 -1.868 -2.119
H -2.682 -0.856 -1.285
H -3.346 -2.825 0.128
H -2.080 -3.794 -0.657
H -2.159 1.063 3.092
H -3.589 1.613 2.166
H 1.131 2.055 2.210
H -0.146 1.141 2.978
H 0.154 3.322 4.112
H -0.081 4.193 2.597
H -1.426 3.320 3.325
H -0.599 2.274 -0.910
H 1.712 3.441 0.729
H 0.343 4.343 0.053
H 2.600 4.172 -1.387
H 1.086 3.765 -2.244
H 0.598 0.207 -0.936
H 1.664 0.700 0.404
H 2.265 -0.751 2.434
H 5.492 -1.328 -1.091
H 4.367 -0.129 -0.816
H 2.867 -3.403 -0.831
H 0.408 -3.760 -1.110